A cluster of 13 separate species, C57H134N6O13 in total in a non-equilibrium geometry. Source: the OMol25 dataset; level of theory: ωB97M-V/def2-TZVPD.

Positions of all 210 atoms, in Å:
C (-1.33017, 8.24687, 4.52087)
O (-0.35010, 8.97763, 5.11270)
H (-1.08886, 7.29114, 4.05562)
H (-1.98183, 7.90284, 5.32405)
H (-1.90767, 8.89098, 3.85777)
H (0.13001, 8.47273, 5.77313)
C (1.79531, 6.05991, -5.76158)
O (2.71607, 5.96893, -6.81402)
H (2.05973, 5.43802, -4.90634)
H (1.80705, 7.09831, -5.43039)
H (0.81091, 5.75759, -6.11886)
H (3.54773, 6.29605, -6.46338)
C (9.76452, 3.10887, -1.65924)
O (10.44026, 4.34573, -1.56694)
H (9.01251, 2.95572, -0.88521)
H (9.41512, 2.76961, -2.63439)
H (10.60529, 2.41602, -1.69347)
H (11.04446, 4.32941, -0.82110)
O (0.81803, -5.72901, 2.17943)
H (0.43456, -5.06956, 2.75763)
H (0.72604, -6.55191, 2.65965)
O (6.04584, 7.23073, 5.30689)
H (6.50422, 7.32864, 6.14147)
H (6.70185, 7.45084, 4.64551)
O (8.84133, 2.90084, 5.60935)
H (8.10312, 3.30083, 6.06901)
H (9.13365, 2.19847, 6.19025)
O (4.64159, 7.36604, -0.69968)
H (5.45652, 7.12743, -0.25789)
H (4.17028, 7.90126, -0.06120)
C (-8.45461, 5.59919, 10.32359)
C (-8.45861, 4.06739, 9.87105)
C (-8.96606, 3.87252, 8.43164)
C (-8.01806, 4.10970, 7.30444)
C (-6.85125, 3.21445, 7.50253)
C (-6.14239, 3.35655, 8.90748)
N (-7.10520, 3.49074, 10.05869)
O (-6.63188, 3.52617, 11.39574)
C (-5.06308, 2.17023, 8.96510)
C (-5.40732, 4.73723, 8.86997)
C (-9.41607, 3.16011, 10.62779)
H (-7.58867, 6.07077, 9.85898)
H (-8.39377, 5.71022, 11.40622)
H (-9.23543, 6.17613, 9.82806)
H (-9.26096, 2.83576, 8.26955)
H (-9.82672, 4.52247, 8.27382)
H (-7.79844, 5.14536, 7.04505)
H (-8.37080, 3.74193, 6.34089)
H (-6.19361, 3.47960, 6.67469)
H (-7.14982, 2.18129, 7.32487)
H (-5.40027, 1.13508, 8.91166)
H (-4.18134, 2.37681, 8.35851)
H (-4.55781, 2.13806, 9.93039)
H (-4.41295, 4.52941, 8.47484)
H (-5.84666, 5.59520, 8.36109)
H (-5.41758, 5.14132, 9.88225)
H (-9.24084, 2.09233, 10.49650)
H (-10.45478, 3.37901, 10.38024)
H (-9.27347, 3.27895, 11.70186)
H (-6.83456, 2.61778, 11.63098)
C (-1.01199, 0.61194, 1.80622)
C (0.27062, 1.24049, 1.23488)
C (1.14026, 1.70476, 2.42582)
C (2.53632, 2.16969, 2.07793)
C (3.24705, 1.00817, 1.21487)
C (2.43597, 0.43789, 0.07525)
N (1.04794, 0.14020, 0.56228)
O (0.31558, -0.71574, -0.27522)
C (2.50032, 1.35523, -1.16870)
C (3.16301, -0.91521, -0.36014)
C (-0.17199, 2.50994, 0.44385)
H (-1.79034, 0.45388, 1.05970)
H (-1.54699, 1.17562, 2.57051)
H (-0.81996, -0.37450, 2.22834)
H (0.55210, 2.44787, 2.96429)
H (1.24592, 0.89212, 3.14454)
H (3.06804, 2.33597, 3.01480)
H (2.54184, 3.06458, 1.45563)
H (3.57671, 0.27942, 1.95539)
H (4.20973, 1.44463, 0.94867)
H (1.96222, 0.90743, -2.00418)
H (1.95817, 2.28068, -0.97449)
H (3.54592, 1.56045, -1.39827)
H (4.22135, -0.69828, -0.50496)
H (3.09756, -1.57790, 0.50279)
H (2.80794, -1.50267, -1.20685)
H (0.63803, 3.23763, 0.39446)
H (-1.16643, 2.82156, 0.76336)
H (-0.31889, 2.21893, -0.59627)
H (0.33060, -1.51730, 0.25286)
C (-4.16942, -7.83816, -3.07990)
C (-3.05588, -8.84510, -2.73498)
C (-3.06700, -8.85244, -1.16114)
C (-2.18127, -9.98667, -0.68846)
C (-2.69073, -11.32571, -1.15553)
C (-2.79409, -11.41832, -2.68038)
N (-3.36450, -10.18883, -3.20187)
O (-3.55405, -10.23626, -4.59566)
C (-1.35256, -11.79005, -3.21930)
C (-3.71402, -12.57649, -3.01607)
C (-1.65477, -8.31245, -3.25785)
H (-4.25195, -7.73718, -4.16208)
H (-4.19207, -6.86288, -2.59368)
H (-5.15357, -8.23143, -2.82518)
H (-2.75495, -7.92073, -0.68930)
H (-4.01997, -9.24296, -0.80414)
H (-2.28015, -10.00174, 0.39695)
H (-1.15142, -9.76917, -0.97167)
H (-3.59853, -11.63207, -0.63579)
H (-1.94334, -12.04764, -0.82641)
H (-0.83841, -12.54923, -2.62990)
H (-1.52324, -12.02048, -4.27091)
H (-0.63644, -10.98252, -3.06709)
H (-3.58967, -13.45313, -2.38035)
H (-4.73257, -12.27557, -2.77089)
H (-3.60365, -12.86334, -4.06183)
H (-1.67771, -7.23476, -3.41961)
H (-1.37441, -8.77905, -4.20219)
H (-0.84374, -8.46572, -2.54591)
H (-2.70953, -10.15927, -5.04560)
C (7.41449, -8.22228, 3.23848)
C (8.83849, -7.83041, 2.79013)
C (8.68349, -7.32427, 1.34473)
C (8.22013, -5.91157, 1.27468)
C (9.15225, -4.89528, 2.03377)
C (9.25486, -5.30453, 3.55804)
N (9.54062, -6.77708, 3.59846)
O (10.01247, -7.24542, 4.87602)
C (10.42234, -4.55814, 4.27769)
C (7.95399, -4.96447, 4.23580)
C (9.79233, -9.13011, 2.67816)
H (6.83623, -7.36898, 3.59285)
H (7.47275, -8.90255, 4.08816)
H (6.89504, -8.75949, 2.44496)
H (9.62552, -7.56232, 0.85078)
H (7.85907, -7.90400, 0.92960)
H (7.17221, -5.84168, 1.56637)
H (8.10198, -5.55606, 0.25107)
H (8.61865, -3.95005, 1.93417)
H (10.02710, -4.68729, 1.41776)
H (10.65899, -4.85782, 5.29861)
H (11.40300, -4.72869, 3.83347)
H (10.20643, -3.51041, 4.06854)
H (7.77121, -5.54285, 5.14144)
H (7.99709, -3.93824, 4.60061)
H (7.06868, -5.11297, 3.61751)
H (10.72156, -8.83970, 2.18795)
H (9.39884, -9.88130, 1.99332)
H (10.11019, -9.63278, 3.59160)
H (9.27732, -7.69779, 5.29616)
C (-6.37440, 8.70479, -1.57429)
C (-7.81938, 8.27293, -1.11992)
C (-7.89920, 8.50681, 0.39942)
C (-9.32511, 8.41910, 0.90490)
C (-10.37899, 9.22512, 0.09555)
C (-10.18618, 9.17778, -1.46768)
N (-8.74142, 9.15514, -1.79868)
O (-8.59294, 9.17208, -3.10889)
C (-10.92109, 7.94865, -1.99433)
C (-10.91520, 10.51661, -2.02471)
C (-7.93092, 6.77069, -1.37288)
H (-6.35160, 9.78187, -1.40848)
H (-6.09085, 8.58894, -2.62036)
H (-5.71196, 8.20644, -0.86653)
H (-7.24975, 7.78837, 0.89954)
H (-7.48165, 9.47358, 0.68071)
H (-9.47549, 8.73181, 1.93820)
H (-9.56853, 7.35985, 0.82211)
H (-10.38649, 10.24280, 0.48591)
H (-11.32692, 8.77349, 0.38806)
H (-10.80526, 7.05490, -1.38122)
H (-12.00876, 8.01835, -2.00883)
H (-10.68731, 7.55254, -2.98253)
H (-11.99047, 10.49851, -1.84713)
H (-10.53523, 11.43873, -1.58493)
H (-10.75328, 10.59552, -3.09973)
H (-7.04766, 6.15055, -1.21989)
H (-8.20643, 6.63289, -2.41845)
H (-8.86124, 6.38832, -0.95289)
H (-8.29247, 10.07799, -3.21205)
C (6.32413, 0.60065, -10.56129)
C (5.62451, -0.75769, -10.25103)
C (5.64951, -0.86350, -8.66655)
C (4.80408, -2.00511, -8.20271)
C (3.38300, -1.97572, -8.88400)
C (3.29486, -1.94774, -10.38510)
N (4.22049, -0.84073, -10.75188)
O (4.04679, -0.43764, -12.04904)
C (3.65721, -3.26961, -10.99153)
C (1.76832, -1.67309, -10.62705)
C (6.64166, -1.87080, -10.68391)
H (5.83193, 1.46823, -10.12183)
H (6.35938, 0.83300, -11.62566)
H (7.31189, 0.64931, -10.10296)
H (6.69357, -0.98811, -8.37934)
H (5.18215, 0.01139, -8.21462)
H (4.62312, -1.98297, -7.12807)
H (5.21534, -2.98441, -8.44759)
H (2.94810, -1.05719, -8.48996)
H (2.85258, -2.83761, -8.47917)
H (3.47308, -3.22446, -12.06493)
H (4.72886, -3.37166, -10.82058)
H (3.01024, -4.09925, -10.70650)
H (1.45670, -0.76740, -10.10674)
H (1.44025, -1.48442, -11.64923)
H (1.18456, -2.54135, -10.32134)
H (6.45243, -1.98294, -11.75148)
H (6.85129, -2.74400, -10.06611)
H (7.68954, -1.59324, -10.79802)
H (3.46195, 0.32066, -11.98147)

For the HOMO energy, the calculation gives -7.90 eV. The lowest unoccupied orbital energy is 0.13 eV. Its total charge is 0.

Atomic partial charges in e from the Mulliken method, atoms 1 to 6: atom 1 (C): -0.46, atom 2 (O): -0.50, atom 3 (H): 0.23, atom 4 (H): 0.21, atom 5 (H): 0.21, atom 6 (H): 0.30